Record 1
Entry from the OMol25 dataset: a structure of composition C4H4LuO5 (ωB97M-V/def2-TZVPD).

Properties
HOMO-LUMO gap: 3.6 eV
LUMO level: -17.34 eV

ORCA input file:
```
! wB97M-V def2-TZVPD RIJCOSX def2/J DEFGRID3
* xyz 3 1
O 0.4175 0.8246 -1.6358
C 0.6727 0.2737 -0.6115
O -0.3408 -0.7171 -0.1139
H -3.7329 1.3364 1.0768
Lu 3.9614 0.1482 0.4869
O 1.5942 0.2984 0.2239
O -2.0040 0.7903 0.0823
C -3.4560 0.7499 0.1982
C -3.7355 -0.7513 0.3369
O -2.4415 -1.3447 0.0265
C -1.5688 -0.4079 -0.0428
H -3.8620 1.1928 -0.7155
H -4.4572 -1.1354 -0.3872
H -3.9968 -1.0585 1.3535
*
```

Record 2
Entry from the OMol25 dataset: a structure of composition C25H29BrFN5O4Zn (ωB97M-V/def2-TZVPD).

Properties
HOMO-LUMO gap: 7.4 eV
LUMO level: -5.25 eV

ORCA input file:
```
! wB97M-V def2-TZVPD RIJCOSX def2/J DEFGRID3
* xyz 2 1
Zn 0.7481 3.1640 1.9285
F 0.0569 -0.2507 -3.9735
C -0.0965 -0.5414 -2.6655
C 0.4058 0.3331 -1.7348
C 0.3271 0.0738 -0.3750
C 0.9123 1.1490 0.5179
O 1.0010 2.4066 0.0831
C 0.2218 0.4012 2.7336
C -0.0085 -0.9002 2.5858
N -0.4980 -1.5128 1.4336
C -1.1093 -2.8061 1.6692
C -2.5982 -2.9525 1.5132
C -1.9789 -2.9732 2.8760
C -0.3138 -1.1061 0.0920
C -0.8360 -1.9497 -0.8994
C -0.7407 -1.7035 -2.2643
N -1.3236 -2.6374 -3.1606
C -0.8212 -4.0040 -3.1590
C -2.0206 -4.9482 -3.3156
N -3.1116 -4.1921 -4.0315
C -2.5437 -3.3477 -5.1345
C -1.7097 -2.2196 -4.5039
C 1.0597 1.0511 3.8051
O 1.3704 0.4418 4.7986
O 1.4548 2.2613 3.4813
H 0.8594 1.2575 -2.0677
H 0.1983 -1.5588 3.4176
H -0.4905 -3.6508 1.3812
H -2.9804 -3.8779 1.1029
H -3.1468 -2.0619 1.2371
H -1.9137 -3.9122 3.4056
H -2.1444 -2.1102 3.5054
H -1.3830 -2.8304 -0.6029
H -0.3110 -4.2198 -2.2244
H -0.0991 -4.1612 -3.9694
H -2.4319 -5.2608 -2.3579
H -1.7848 -5.8295 -3.9087
H -3.5610 -3.5712 -3.3558
H -3.8199 -4.8341 -4.3869
H -3.3640 -2.9633 -5.7356
H -1.9439 -4.0146 -5.7507
H -2.2953 -1.3042 -4.4321
H -0.8608 -2.0242 -5.1636
C 4.6275 0.3295 1.1452
N 3.4144 0.9119 0.5461
C 3.6952 1.7754 -0.6140
C 2.2656 0.6221 1.0221
O -0.0505 1.2232 1.6635
H 5.3342 1.1357 1.3314
H 5.0649 -0.3749 0.4397
H 4.3814 -0.1643 2.0802
H 4.3729 1.2255 -1.2647
H 4.2000 2.6721 -0.2580
H 2.7803 2.0481 -1.1188
H 2.2701 -0.0901 1.8395
Br 0.7624 7.2646 5.7310
C 0.3956 6.7663 3.9649
C -0.1026 7.6802 3.0483
C -0.3567 7.2581 1.7524
C -0.1095 5.9447 1.4120
N 0.3714 5.0672 2.3047
C 0.6223 5.4632 3.5634
H -0.2881 8.7033 3.3462
H -0.7447 7.9425 1.0122
H -0.2885 5.5719 0.4128
H 1.0075 4.7146 4.2455
*
```

Record 3
Entry from the OMol25 dataset: a structure of composition C23H27I2N5SiTi (ωB97M-V/def2-TZVPD).

Properties
HOMO-LUMO gap (spin up / spin down): 7.1 / 7.1 eV
LUMO level (spin up / spin down): -0.32 / -0.32 eV

ORCA input file:
```
! wB97M-V def2-TZVPD RIJCOSX def2/J DEFGRID3
* xyz 0 1
Ti -0.9241 0.1412 -1.5389
C 4.5154 3.8722 -1.7328
C 3.4791 2.8876 -1.2611
C 2.6404 3.1958 -0.1885
C 1.6354 2.3358 0.1983
C 1.4455 1.1169 -0.4447
N 0.3831 0.2308 -0.0745
C 0.5242 -0.4420 1.1495
C 1.5049 -0.0757 2.0862
C 1.5925 -0.6495 3.3354
C 0.6910 -1.6295 3.7396
C 0.7144 -2.2010 5.1315
C -0.2323 -2.0487 2.8032
C -0.2933 -1.5101 1.5191
N -1.2033 -2.1460 0.6036
C -1.8234 -3.3227 0.8047
C -2.5757 -3.6176 -0.3013
C -2.3696 -2.5424 -1.1590
N -1.5289 -1.6551 -0.6167
C 2.2829 0.8091 -1.5070
C 3.2782 1.6865 -1.9204
N 2.1017 -0.4012 -2.2442
C 3.0449 -1.2201 -2.7471
C 2.4047 -2.2139 -3.4477
C 1.0413 -1.9212 -3.3083
N 0.8627 -0.8261 -2.5852
H 4.9267 4.4374 -0.8962
H 4.0766 4.5902 -2.4290
H 5.3369 3.3732 -2.2468
H 2.7581 4.1423 0.3261
H 0.9558 2.6037 0.9970
H 2.2178 0.6879 1.8194
H 2.3688 -0.3148 4.0148
H 1.7301 -2.4594 5.4346
H 0.1045 -3.1016 5.2030
H 0.3285 -1.4835 5.8586
H -0.9353 -2.8138 3.0986
H -1.6631 -3.8938 1.6989
H -3.1837 -4.4886 -0.4689
H -2.7644 -2.3528 -2.1413
H 3.8737 1.4388 -2.7915
H 4.0893 -1.0260 -2.5693
H 2.8557 -3.0315 -3.9821
H 0.1784 -2.4263 -3.7108
I -0.8414 2.7934 -2.3313
I -2.2436 -0.4367 -3.9224
C -4.5217 1.1203 -1.3025
Si -3.0202 1.0190 -0.2027
C -3.4631 -0.1592 1.1981
C -2.8104 2.6674 0.6469
H -5.3378 1.6171 -0.7661
H -4.8626 0.1264 -1.6024
H -4.2990 1.6825 -2.2108
H -4.3063 0.2517 1.7640
H -2.6353 -0.2811 1.9019
H -3.7621 -1.1450 0.8324
H -3.6837 2.8279 1.2891
H -2.7448 3.4799 -0.0752
H -1.9144 2.7016 1.2725
*
```

Record 4
Entry from the OMol25 dataset: an isolated molecule of C3H3NOS (ωB97M-V/def2-TZVPD).

Properties
HOMO-LUMO gap: 9.7 eV
SMILES: Sc1cocn1
LUMO level: 0.82 eV
Energy relative to the best compared isomer or geometry (same formula, charge and spin): 135.1 kJ/mol

ORCA input file:
```
! wB97M-V def2-TZVPD RIJCOSX def2/J DEFGRID3
* xyz 0 1
S -1.4183 -1.9844 0.1580
C -0.2622 -0.5689 0.0681
C 1.0352 -0.4381 0.5384
O 1.2762 0.9014 0.2735
C 0.3947 1.3685 -0.4827
N -0.6237 0.5446 -0.7559
H -2.6080 -1.1028 0.1268
H 1.8574 -1.0642 0.8066
H 0.3487 2.3438 -0.7329
*
```